No. 1
ORCA calculation (ωB97M-V/def2-TZVPD) on a cluster of 3 separate species, C47H88Br3N4O5 in total at a distorted geometry.

The geometry in XYZ format:
```
147
Properties=species:S:1:pos:R:3:mulliken_charge:R:1
C 5.027 -2.629 -2.011 -1.22
C 5.846 -1.331 -1.962 -0.27
C 5.633 -0.428 -3.198 -1.06
C 4.992 0.928 -2.846 -0.48
C 3.462 0.839 -2.988 -0.93
C 2.725 1.975 -2.236 -1.10
C 2.061 1.502 -0.941 1.37
C 0.807 0.689 -1.381 -0.66
C -0.331 1.474 -2.070 0.37
C -0.856 0.697 -3.274 -1.17
C -2.318 0.972 -3.693 -1.12
C -3.136 1.893 -2.790 -0.65
C -3.639 1.296 -1.447 -1.02
C -3.090 -0.070 -1.049 0.40
C -3.633 -0.546 0.296 -1.44
C -2.840 -1.705 0.930 -0.62
C -2.147 -2.685 -0.046 0.03
C -2.333 -4.154 0.383 -0.37
C -1.447 -4.583 1.553 -0.69
O -0.381 -5.422 1.120 -0.43
C 0.824 -4.731 0.894 -0.62
N 2.880 0.483 -0.197 0.82
C 2.619 0.472 1.054 -1.20
C 1.582 1.480 1.407 -0.41
C 1.624 2.027 2.841 -0.11
Br 0.449 0.864 3.914 -0.02
C 3.023 2.162 3.464 0.85
C 3.117 1.982 4.984 -1.88
C 1.776 2.475 0.235 0.00
O 2.933 3.207 0.743 0.07
N 4.162 2.988 0.096 0.35
O 5.015 3.487 0.697 -0.44
C 0.752 3.548 -0.062 -0.50
Br 1.485 4.927 -1.156 -0.03
C -0.517 3.624 0.345 0.29
C -1.217 2.624 1.222 -0.55
Br -1.616 5.074 -0.132 -0.05
H 3.972 -2.437 -1.798 0.20
H 5.375 -3.330 -1.254 0.37
H 5.098 -3.101 -2.987 0.37
H 5.566 -0.785 -1.057 0.26
H 6.894 -1.609 -1.886 0.43
H 4.957 -0.947 -3.879 0.46
H 6.569 -0.279 -3.729 0.42
H 5.363 1.673 -3.548 0.42
H 5.263 1.222 -1.832 0.27
H 3.167 -0.147 -2.623 0.12
H 3.218 0.881 -4.046 0.44
H 3.462 2.752 -2.066 0.71
H 1.991 2.413 -2.904 0.59
H 1.128 -0.119 -2.032 0.88
H 0.384 0.208 -0.496 -0.23
H 0.003 2.468 -2.366 1.24
H -1.120 1.628 -1.343 -0.91
H -0.756 -0.372 -3.074 0.37
H -0.202 0.884 -4.128 0.55
H -2.344 1.391 -4.699 0.43
H -2.837 0.018 -3.776 0.29
H -4.007 2.234 -3.346 0.49
H -2.568 2.798 -2.564 0.25
H -4.725 1.205 -1.485 0.65
H -3.431 1.993 -0.631 -0.04
H -2.000 -0.094 -0.997 -0.19
H -3.390 -0.799 -1.803 0.76
H -4.691 -0.796 0.224 0.49
H -3.588 0.295 0.996 0.24
H -2.103 -1.317 1.635 0.16
H -3.532 -2.290 1.538 0.61
H -1.073 -2.489 -0.010 -0.29
H -2.528 -2.603 -1.059 0.32
H -3.391 -4.330 0.566 0.65
H -2.046 -4.772 -0.468 -0.07
H -1.053 -3.731 2.113 0.33
H -2.028 -5.208 2.230 0.32
H 1.106 -4.151 1.778 0.32
H 0.739 -4.050 0.040 0.18
H 1.591 -5.469 0.679 0.32
H 3.559 -0.149 -0.610 -0.55
H 3.071 -0.209 1.762 0.78
H 0.677 0.871 1.347 0.45
H 1.175 3.016 2.860 0.18
H 3.747 1.485 3.005 0.70
H 3.347 3.180 3.265 -1.07
H 2.291 2.470 5.493 0.32
H 3.212 0.938 5.266 0.45
H 4.022 2.494 5.311 0.45
H -1.064 1.589 0.927 -0.41
H -2.288 2.802 1.201 0.86
H -0.904 2.737 2.258 0.11
C -2.407 -8.120 -4.587 -1.94
C -3.014 -7.632 -3.251 2.17
C -3.890 -8.727 -2.637 -1.29
C -5.243 -8.902 -3.326 -0.47
C -5.971 -7.565 -3.442 -1.24
C -5.130 -6.488 -4.126 1.64
N -3.798 -6.373 -3.457 0.39
O -3.892 -5.703 -2.357 -0.51
C -4.977 -6.806 -5.623 -1.67
C -5.848 -5.145 -4.054 -1.99
C -1.842 -7.349 -2.316 -2.05
H -2.207 -7.284 -5.257 0.34
H -1.457 -8.622 -4.408 0.50
H -3.040 -8.837 -5.107 0.35
H -4.066 -8.492 -1.582 0.37
H -3.336 -9.668 -2.657 0.35
H -5.117 -9.357 -4.312 0.32
H -5.853 -9.599 -2.749 0.39
H -6.903 -7.690 -3.996 0.40
H -6.247 -7.223 -2.439 0.36
H -4.295 -6.102 -6.101 0.37
H -5.947 -6.715 -6.111 0.44
H -4.625 -7.813 -5.826 0.29
H -6.095 -4.866 -3.031 0.34
H -6.778 -5.206 -4.617 0.43
H -5.237 -4.352 -4.489 0.46
H -1.220 -6.538 -2.702 0.45
H -1.228 -8.245 -2.238 0.52
H -2.167 -7.084 -1.313 0.29
C 3.922 7.472 4.557 -1.95
C 2.811 6.652 3.862 2.08
C 1.800 7.586 3.191 -1.12
C 0.847 8.276 4.167 -0.59
C 0.179 7.257 5.088 -1.20
C 1.185 6.372 5.824 1.65
N 2.129 5.750 4.845 0.05
O 1.578 4.748 4.248 0.09
C 1.940 7.192 6.883 -1.60
C 0.452 5.274 6.587 -1.92
C 3.497 5.809 2.793 -2.13
H 4.344 6.929 5.402 0.34
H 4.737 7.668 3.862 0.54
H 3.578 8.443 4.908 0.35
H 1.205 7.012 2.473 0.18
H 2.348 8.333 2.614 0.41
H 1.375 9.033 4.751 0.33
H 0.081 8.811 3.603 0.42
H -0.445 7.766 5.824 0.42
H -0.490 6.625 4.494 0.28
H 2.731 6.598 7.342 0.36
H 1.247 7.488 7.669 0.43
H 2.379 8.109 6.501 0.30
H -0.197 4.685 5.941 0.22
H -0.169 5.728 7.357 0.50
H 1.158 4.598 7.073 0.42
H 4.194 5.097 3.241 0.49
H 4.060 6.465 2.130 0.72
H 2.784 5.257 2.180 -0.02
```

Results
HOMO (spin up / spin down)   -9.706 / -10.708 eV
Spin multiplicity   3
Charge   +1
Expectation value of S²   2.01
Orbital gap (spin up / spin down)   6.0 / 7.0 eV

No. 2
ORCA calculation (ωB97M-V/def2-TZVPD) on a structure of composition C47H89F12N8O11S4 at a distorted geometry.

The geometry in XYZ format:
```
171
Properties=species:S:1:pos:R:3:mulliken_charge:R:1
C -2.538 1.124 -0.058 -1.18
C -3.220 2.458 -0.399 0.61
C -2.304 3.281 -1.221 -1.28
O -4.581 2.499 -0.721 -0.80
H -2.364 0.522 -0.950 0.32
H -3.157 0.584 0.660 0.27
H -1.522 1.270 0.307 0.33
H -3.129 3.028 0.525 0.05
H -1.911 2.793 -2.113 0.29
H -1.356 3.512 -0.737 0.36
H -2.659 4.245 -1.584 0.33
C 1.685 3.380 6.980 -1.24
C 1.761 4.747 7.661 -0.49
C 3.243 5.302 7.779 -0.60
N 4.122 4.982 9.031 0.19
C 3.648 5.869 10.219 -0.68
C 4.461 5.526 11.558 -0.61
C 4.384 4.041 11.831 -0.60
C 4.956 3.263 10.687 -0.86
C 4.189 3.482 9.352 -0.64
C 5.582 5.386 8.718 -1.07
H 2.274 3.211 6.078 0.37
H 0.650 3.125 6.753 0.36
H 2.130 2.616 7.618 0.28
H 1.230 4.668 8.610 0.28
H 1.120 5.530 7.255 0.44
H 3.280 6.375 7.587 0.44
H 3.848 4.755 7.056 0.43
H 2.605 5.571 10.327 0.40
H 3.683 6.943 10.033 0.40
H 4.057 6.133 12.368 0.42
H 5.538 5.612 11.408 0.28
H 3.332 3.758 11.867 0.30
H 4.865 3.814 12.783 0.38
H 4.994 2.200 10.927 0.41
H 6.025 3.307 10.477 0.39
H 3.163 3.116 9.394 0.38
H 4.628 2.966 8.498 0.43
H 5.902 4.838 7.832 0.42
H 6.403 5.067 9.360 0.34
H 5.643 6.404 8.335 0.43
C 7.193 -8.992 -0.945 -1.34
C 6.520 -7.604 -1.088 -0.19
C 5.072 -7.660 -1.531 -0.95
N 4.424 -6.384 -2.004 0.28
C 2.934 -6.726 -2.526 -0.57
C 2.289 -5.578 -3.203 -0.67
C 3.089 -5.154 -4.398 -0.60
C 4.470 -4.638 -3.926 -0.96
C 5.278 -5.677 -3.111 -0.59
C 4.376 -5.444 -0.803 -1.05
H 7.704 -9.123 0.009 0.37
H 7.825 -9.254 -1.794 0.35
H 6.477 -9.805 -0.830 0.38
H 7.089 -6.911 -1.707 0.26
H 6.443 -7.142 -0.104 0.32
H 4.413 -8.243 -0.888 0.48
H 5.199 -8.283 -2.417 0.42
H 3.189 -7.400 -3.343 0.38
H 2.389 -7.228 -1.727 0.53
H 1.231 -5.748 -3.405 0.36
H 2.350 -4.734 -2.516 0.27
H 3.200 -6.002 -5.074 0.30
H 2.714 -4.272 -4.917 0.36
H 5.115 -4.378 -4.766 0.43
H 4.405 -3.651 -3.470 0.43
H 5.771 -6.392 -3.769 0.42
H 5.978 -5.097 -2.509 0.38
H 3.924 -4.515 -1.150 0.48
H 5.307 -5.115 -0.341 0.35
H 3.681 -5.962 -0.142 0.38
C -7.153 -12.179 -1.932 -0.84
N -7.305 -10.778 -2.584 0.01
C -6.691 -10.478 -3.793 -0.42
C -6.707 -9.194 -4.255 -0.49
C -7.277 -8.220 -3.526 0.84
C -7.885 -8.516 -2.304 -0.62
C -7.806 -9.803 -1.785 -0.30
C -7.130 -6.801 -3.834 0.69
C -6.875 -5.780 -2.899 -0.72
C -7.036 -4.429 -3.131 -0.23
N -7.335 -4.060 -4.448 0.02
C -7.578 -4.993 -5.406 -0.32
C -7.418 -6.375 -5.139 -0.62
C -7.576 -2.618 -4.780 -0.95
H -8.009 -12.528 -1.354 0.31
H -6.259 -12.037 -1.325 0.43
H -6.884 -12.863 -2.737 0.29
H -6.172 -11.269 -4.315 0.39
H -6.216 -8.962 -5.189 0.39
H -8.506 -7.765 -1.839 0.54
H -8.235 -9.999 -0.814 0.43
H -6.579 -6.110 -1.914 0.60
H -7.019 -3.608 -2.430 0.44
H -7.668 -4.540 -6.382 0.43
H -7.331 -7.098 -5.936 0.33
H -8.336 -2.473 -5.548 0.34
H -6.612 -2.356 -5.216 0.39
H -7.848 -1.992 -3.930 0.34
C -7.283 7.717 3.417 -0.93
N -7.752 8.660 2.321 -0.05
C -9.036 8.109 1.777 -0.95
C -8.187 9.882 3.152 -0.96
C -6.778 8.848 1.071 -0.45
C -6.997 10.054 0.099 -0.55
O -8.269 10.009 -0.387 -0.45
H -7.019 6.866 2.790 0.46
H -7.999 7.296 4.123 0.34
H -6.403 8.183 3.860 0.39
H -8.764 7.265 1.143 0.45
H -9.630 8.826 1.211 0.36
H -9.736 7.716 2.514 0.36
H -8.861 9.597 3.960 0.39
H -8.644 10.590 2.460 0.41
H -7.318 10.343 3.621 0.39
H -6.821 7.954 0.448 0.34
H -5.773 8.903 1.491 0.38
H -6.486 9.963 -0.859 0.47
H -6.735 11.058 0.433 0.28
H -8.159 10.054 -1.340 0.33
C 1.411 6.904 -8.690 -0.90
N 2.563 6.156 -8.013 -0.14
C 3.714 6.096 -8.989 -0.82
C 2.958 6.992 -6.743 -0.91
C 1.976 4.752 -7.691 -0.42
C 2.759 3.808 -6.705 -0.64
O 4.017 3.393 -7.250 -0.53
H 1.729 7.938 -8.822 0.40
H 0.532 6.802 -8.053 0.41
H 1.167 6.494 -9.670 0.38
H 3.871 7.098 -9.386 0.39
H 3.418 5.508 -9.858 0.36
H 4.533 5.610 -8.458 0.38
H 3.409 7.888 -7.170 0.41
H 3.822 6.502 -6.294 0.44
H 2.035 7.149 -6.184 0.33
H 1.936 4.279 -8.672 0.38
H 0.965 4.973 -7.347 0.40
H 2.101 2.969 -6.474 0.35
H 2.949 4.255 -5.729 0.38
H 4.744 3.675 -6.690 0.35
C -2.693 -5.955 5.354 0.62
F -1.538 -6.519 5.648 -0.21
F -3.473 -5.846 6.479 -0.21
F -2.513 -4.753 4.778 -0.20
S -3.452 -7.059 4.061 1.03
O -4.898 -6.699 3.952 -0.67
O -2.615 -6.781 2.931 -0.58
N -3.313 -8.642 4.704 -0.39
S -2.657 -9.469 3.683 1.04
O -3.155 -9.331 2.250 -0.70
O -1.234 -9.404 3.676 -0.65
C -3.263 -11.232 4.222 0.57
F -2.837 -11.482 5.480 -0.20
F -4.628 -11.399 4.031 -0.24
F -2.827 -12.162 3.379 -0.21
C 7.032 3.792 -0.939 0.64
F 5.779 3.745 -1.428 -0.23
F 7.393 5.077 -1.070 -0.21
F 7.148 3.433 0.400 -0.22
S 8.254 2.739 -1.888 0.93
O 9.381 2.772 -0.995 -0.55
O 7.651 1.383 -1.923 -0.68
N 8.305 3.390 -3.589 -0.46
S 9.615 4.216 -3.587 1.15
O 9.421 5.473 -2.911 -0.64
O 10.794 3.451 -3.223 -0.64
C 9.760 4.806 -5.396 0.59
F 9.595 3.770 -6.260 -0.23
F 8.828 5.698 -5.594 -0.23
F 10.914 5.485 -5.594 -0.21
```

Results
HOMO   -8.938 eV
Charge   +3
Orbital gap   1.4 eV

No. 3
ORCA calculation (ωB97M-V/def2-TZVPD) on a structure of composition C47H90F6HfN4O13S2 at a distorted geometry.

The geometry in XYZ format:
```
163
Properties=species:S:1:pos:R:3:mulliken_charge:R:1
Hf 17.783 5.627 -21.943 2.47
C 13.531 4.293 -20.199 -2.04
C 14.364 3.026 -20.054 2.39
C 13.546 1.788 -20.423 -1.44
C 14.287 0.482 -20.473 -0.75
C 15.395 0.572 -21.498 -1.17
C 16.319 1.787 -21.154 1.33
N 15.491 3.034 -21.037 0.25
O 16.334 4.121 -20.828 0.53
C 17.210 1.928 -22.402 -0.96
C 17.167 1.433 -19.958 -1.70
C 14.719 2.859 -18.550 -1.62
H 13.349 4.634 -21.220 -0.03
H 13.815 5.167 -19.621 -0.02
H 12.536 4.007 -19.841 0.60
H 13.198 1.877 -21.462 0.37
H 12.587 1.590 -19.938 0.35
H 13.698 -0.405 -20.732 0.50
H 14.692 0.090 -19.534 0.33
H 14.985 0.614 -22.511 0.33
H 16.013 -0.328 -21.532 0.45
H 16.740 2.453 -23.229 -0.42
H 17.459 0.936 -22.791 0.77
H 18.195 2.362 -22.208 -0.54
H 17.844 0.594 -20.140 0.45
H 16.625 1.176 -19.049 0.38
H 17.848 2.250 -19.705 0.02
H 14.579 1.822 -18.239 0.39
H 14.094 3.431 -17.863 0.41
H 15.762 3.082 -18.325 0.13
C 19.479 1.971 -25.604 -1.73
C 20.333 3.110 -25.012 1.46
C 21.539 3.326 -25.929 -1.32
C 21.315 3.898 -27.314 -0.95
C 20.559 5.232 -27.245 -0.97
C 19.368 5.171 -26.274 1.90
N 19.667 4.419 -25.027 -0.16
O 18.768 4.632 -23.976 1.72
C 18.246 4.518 -27.091 -1.32
C 19.047 6.656 -25.969 -1.95
C 20.896 2.709 -23.639 -1.59
H 19.466 1.938 -26.689 0.42
H 18.596 1.937 -24.963 -0.04
H 19.995 1.030 -25.375 0.55
H 21.934 2.321 -26.124 0.45
H 22.346 3.875 -25.437 0.37
H 20.633 3.252 -27.881 0.28
H 22.229 3.921 -27.906 0.42
H 20.339 5.522 -28.270 0.46
H 21.356 5.881 -26.857 0.35
H 17.427 5.231 -27.217 0.30
H 17.936 3.595 -26.610 0.18
H 18.463 4.168 -28.104 0.19
H 17.985 6.734 -25.749 0.03
H 19.163 7.349 -26.808 0.38
H 19.779 7.033 -25.256 0.03
H 21.660 1.952 -23.813 0.54
H 20.062 2.412 -23.004 0.22
H 21.424 3.539 -23.167 0.02
C 20.172 5.531 -17.439 -1.69
C 18.720 6.078 -17.701 1.85
C 18.131 6.726 -16.408 -0.61
C 18.805 8.066 -16.110 -1.05
C 18.545 9.072 -17.235 -0.50
C 19.051 8.476 -18.616 1.63
N 18.491 7.085 -18.740 0.59
O 18.746 6.627 -20.030 -0.13
C 20.598 8.638 -18.656 -1.86
C 18.378 9.420 -19.637 0.12
C 17.824 4.837 -17.920 -1.84
H 20.501 5.664 -16.410 0.29
H 20.805 6.189 -18.039 0.38
H 20.330 4.521 -17.810 0.38
H 18.479 6.273 -15.476 0.35
H 17.047 6.809 -16.468 -0.15
H 19.863 7.857 -15.932 0.37
H 18.413 8.376 -15.136 0.52
H 19.056 9.980 -16.913 0.49
H 17.470 9.227 -17.324 -0.42
H 21.056 8.404 -17.696 0.32
H 20.825 9.661 -18.959 0.45
H 21.030 8.003 -19.432 0.16
H 18.686 9.127 -20.641 -1.25
H 18.604 10.482 -19.538 0.64
H 17.295 9.353 -19.613 -0.75
H 18.130 4.398 -18.870 0.07
H 16.785 5.156 -17.874 0.02
H 18.024 4.092 -17.150 0.58
C 15.381 8.519 -24.507 0.67
F 15.512 7.412 -25.228 -0.19
F 15.621 9.499 -25.387 -0.23
F 14.116 8.679 -24.099 0.01
S 16.702 8.397 -23.152 0.24
O 17.784 7.525 -23.610 0.02
O 17.133 9.660 -22.647 -0.59
N 16.194 7.247 -21.961 0.26
S 14.784 7.894 -21.403 -0.03
O 14.504 9.310 -21.596 -0.51
O 13.750 6.989 -21.823 -0.48
C 14.886 7.746 -19.463 -0.14
F 15.617 6.695 -19.121 0.06
F 15.338 8.840 -18.856 -0.16
F 13.666 7.468 -19.000 -0.20
C 14.908 8.574 -15.290 -0.47
C 15.578 8.037 -14.018 0.77
O 15.888 8.715 -13.057 -0.60
C 15.711 6.558 -13.901 -0.94
H 14.147 7.833 -15.523 0.34
H 15.620 8.851 -16.063 -0.28
H 14.422 9.469 -14.896 0.42
H 15.320 6.194 -12.949 0.46
H 16.774 6.319 -13.859 0.13
H 15.145 6.071 -14.693 0.22
C 12.710 13.546 -19.242 -1.15
C 13.222 12.654 -18.091 0.62
O 13.539 13.081 -17.017 -0.55
C 13.115 11.137 -18.367 -0.16
H 13.076 13.248 -20.224 0.32
H 12.949 14.596 -19.078 0.34
H 11.619 13.503 -19.276 0.30
H 14.099 10.696 -18.504 -0.33
H 12.633 11.086 -19.346 0.21
H 12.524 10.581 -17.643 0.39
C 13.911 5.114 -24.486 -0.68
C 15.262 4.437 -24.377 -0.01
O 16.087 4.828 -23.572 1.66
C 15.522 3.283 -25.317 -0.38
H 13.756 5.633 -25.430 0.35
H 13.943 5.797 -23.636 -0.39
H 13.091 4.423 -24.288 0.51
H 14.950 2.406 -25.016 0.31
H 16.593 3.170 -25.137 -0.89
H 15.320 3.533 -26.356 0.43
C 21.980 6.576 -23.534 -0.96
C 20.897 7.186 -22.717 0.63
O 19.852 6.616 -22.481 -0.53
C 21.048 8.662 -22.377 -1.26
H 22.792 6.391 -22.822 0.54
H 22.363 7.329 -24.224 0.39
H 21.712 5.693 -24.113 -0.32
H 20.129 9.069 -21.965 -0.07
H 21.190 9.238 -23.295 0.46
H 21.935 8.830 -21.767 0.42
C 17.802 10.043 -30.862 -1.18
C 17.467 9.833 -29.406 0.88
O 17.038 8.751 -29.077 -0.53
C 17.458 11.015 -28.436 -0.89
H 18.118 9.078 -31.245 0.31
H 18.665 10.720 -30.871 0.36
H 17.047 10.576 -31.437 0.32
H 17.014 10.752 -27.479 0.07
H 16.977 11.851 -28.945 0.37
H 18.471 11.346 -28.195 0.32
C 8.899 6.671 -23.610 -1.00
C 9.384 8.096 -23.694 0.65
O 8.942 8.935 -24.447 -0.57
C 10.561 8.493 -22.839 -0.56
H 9.184 6.188 -24.549 0.27
H 7.814 6.663 -23.539 0.34
H 9.459 6.123 -22.857 0.26
H 10.694 7.905 -21.928 0.28
H 10.486 9.545 -22.568 0.38
H 11.532 8.393 -23.331 -0.01
```

Results
HOMO   -6.609 eV
Orbital gap   6.0 eV